# C28H30NOSeY

A structure of composition C28H30NOSeY at a distorted geometry (the ωB97M-V functional and the def2-TZVPD basis, OMol25).

Computed properties:
orbital gap = 7.07 eV
LUMO level = -0.16 eV

```
! wB97M-V def2-TZVPD RIJCOSX def2/J DEFGRID3
* xyz 0 1
C -1.40187 2.85849 2.28502
C -0.93928 2.97317 0.94194
C -1.48274 1.88525 0.21010
H -0.35950 3.78099 0.51024
C -2.22842 1.07580 1.08216
C -2.21460 1.69337 2.37394
H -2.76259 0.20018 0.74782
C 2.65335 0.84549 1.66626
C 2.15175 1.98888 0.97794
C 1.65989 1.54491 -0.28533
H 2.19390 3.02301 1.32131
C 1.86219 0.15146 -0.39628
C 2.37145 -0.28742 0.85942
H -1.38094 1.70389 -0.84362
H -2.71231 1.31303 3.26309
H -1.10212 3.48945 3.11894
H 2.67790 -1.32149 1.01312
H 1.30747 2.16718 -1.11369
H 3.07442 0.82605 2.67021
Y 0.19601 0.93997 2.36210
C 2.05414 -0.63099 -1.68150
C 3.52051 -1.11799 -1.65624
C 1.92418 0.31174 -2.87880
H 4.18822 -0.24987 -1.68429
H 3.70628 -1.73520 -2.53626
H 3.72377 -1.71758 -0.76782
H 2.61375 1.15470 -2.73284
H 0.90940 0.70392 -3.02949
H 2.23862 -0.17200 -3.81273
C 1.15525 -1.92705 -1.83773
C -0.29535 -1.69241 -2.19981
H 1.26385 -2.51417 -0.89461
H 1.60874 -2.50749 -2.67290
O -1.02575 -0.81260 -1.72848
N -0.84067 -2.51128 -3.13774
C -2.22622 -2.28698 -3.47657
H -0.27991 -3.27834 -3.49708
C -2.71312 -0.85124 -3.54939
C -3.76370 -0.35305 -2.76056
H -4.22875 -0.99802 -2.01902
C -4.20092 0.96172 -2.90466
H -5.02484 1.35079 -2.30489
C -3.60440 1.80501 -3.86183
H -3.99139 2.82613 -4.03317
C -2.48370 1.33838 -4.56313
H -1.96366 2.01433 -5.24344
C -2.06189 0.01270 -4.42023
H -1.21972 -0.35552 -4.99513
H -2.78331 -2.82703 -2.69151
H -2.42276 -2.83260 -4.40068
Se -0.41024 -1.88150 2.68387
C 0.44781 -1.40016 4.27229
C 1.17869 -2.31894 5.05714
C 1.79492 -1.93714 6.24814
C 1.71118 -0.59381 6.67470
C 1.03562 0.35269 5.90259
C 0.44038 -0.03018 4.69943
H 1.24523 -3.34716 4.70230
H 2.33998 -2.66470 6.84845
H 2.17720 -0.29838 7.61081
H 0.96274 1.39277 6.21971
H -0.26409 0.76681 4.28844
*
```


# C5H12N2O

An isolated molecule of C5H12N2O at a distorted geometry (the ωB97M-V functional and the def2-TZVPD basis, OMol25).

Computed properties:
SMILES = CNC[C@@H](N)CC=O
orbital gap = 10.42 eV
LUMO level = 0.93 eV

```
! wB97M-V def2-TZVPD RIJCOSX def2/J DEFGRID3
* xyz 0 1
N -0.89034 -0.60283 -1.97685
C -0.66786 -0.29216 -0.54349
C -0.42906 -1.65773 0.13946
C -1.56348 -2.28643 0.91918
O -2.05256 -3.31681 0.51810
C 0.53174 0.69395 -0.48725
N 0.49326 1.42035 0.78509
C 1.66436 2.32185 0.86005
H -1.81186 -0.99559 -2.15412
H -0.90032 0.29127 -2.44779
H -1.44692 0.28313 -0.03110
H 0.47517 -1.71870 0.75523
H -0.20108 -2.31819 -0.69872
H -1.86358 -1.82525 1.87922
H 1.34725 -0.04235 -0.61675
H 0.49459 1.49421 -1.22179
H 0.71135 0.84153 1.58037
H 1.51505 3.36956 0.57907
H 2.06719 2.38461 1.87681
H 2.52708 1.95558 0.28526
*
```


# C10H16

A cluster of 2 separate species, C10H16 in total at a distorted geometry (the ωB97M-V functional and the def2-TZVPD basis, OMol25).

Computed properties:
SMILES = CCc1ccccc1.CC
orbital gap = 9.67 eV
LUMO level = 0.95 eV

```
! wB97M-V def2-TZVPD RIJCOSX def2/J DEFGRID3
* xyz 0 1
C -0.03920 -1.63622 -2.46469
C -1.43458 -1.77096 -3.01732
H -0.21617 -1.12798 -1.43980
H 0.48956 -2.58142 -2.34190
H 0.79563 -0.89007 -2.95977
H -1.96816 -2.67331 -2.57390
H -2.18548 -0.89859 -2.97064
H -1.30916 -1.96562 -4.07265
C 1.33483 -0.49025 2.20256
C 2.53788 -1.25529 1.61546
C 0.51616 0.38234 1.26067
C 0.74979 1.60502 0.59542
C -0.75509 -0.20461 0.84448
C -0.17213 2.35425 -0.05725
C -1.70106 0.57041 0.27286
C -1.45130 1.84427 -0.36601
H 0.53510 -1.08745 2.83628
H 1.61711 0.31284 2.96618
H 3.38582 -0.54959 1.37645
H 1.82794 2.00438 0.68560
H -0.88414 -1.21845 1.11655
H 0.04019 3.34262 -0.47782
H -2.67157 0.12524 0.31480
H -2.18360 2.47044 -0.98414
H 2.40473 -1.72113 0.70488
H 2.81051 -1.93563 2.50271
*
```


# C10H20Si

A cluster of 2 separate species, C10H20Si in total at a distorted geometry (the ωB97M-V functional and the def2-TZVPD basis, OMol25).

Computed properties:
orbital gap (spin up / spin down) = 6.84 / 6.85 eV
LUMO level (spin up / spin down) = 0.09 / 0.10 eV

```
! wB97M-V def2-TZVPD RIJCOSX def2/J DEFGRID3
* xyz 0 1
C 0.24245 -3.44433 -1.59594
C 0.75601 -2.79532 -0.54157
C -0.46978 -3.72855 -0.32918
C -2.66966 -0.49949 -0.53304
C 2.37465 2.25131 0.30894
C -1.03403 2.60696 1.41963
C 1.62438 -2.11635 0.30298
C -1.33790 0.08356 -1.08729
C 1.53550 1.66280 -0.77862
C -0.13203 1.37425 1.63671
Si 0.16792 0.50425 -0.03821
H 0.53561 -3.81231 -2.65468
H -1.41434 -3.20124 -0.10129
H -0.49397 -4.67468 0.14956
H -3.08148 -1.30157 -1.22332
H -2.41629 -1.00137 0.34488
H -3.39690 0.24446 -0.27499
H 1.80369 2.97778 0.86910
H 2.88883 1.61892 0.97956
H 3.12514 2.83225 -0.19777
H -0.43395 3.29093 0.70038
H -1.92824 2.39150 0.95601
H -1.20754 3.18992 2.27278
H 1.51271 -2.38347 1.33664
H 2.60670 -1.85642 -0.12115
H -1.53707 0.88924 -1.80040
H -0.96706 -0.71682 -1.79481
H 2.19315 1.10246 -1.48451
H 0.86066 2.42242 -1.21373
H -0.52960 0.61172 2.32697
H 0.82245 1.47720 2.16634
*
```


# C19H21AlBrClF9N4O11PS2V

A structure of composition C19H21AlBrClF9N4O11PS2V at a distorted geometry (the ωB97M-V functional and the def2-TZVPD basis, OMol25).

Computed properties:
expectation value of S² = 0.754
orbital gap (spin up / spin down) = 1.73 / 1.73 eV
LUMO level (spin up / spin down) = -11.26 / -11.26 eV

```
! wB97M-V def2-TZVPD RIJCOSX def2/J DEFGRID3
* xyz 2 2
O 0.74569 -2.20798 2.65588
C 1.36362 -3.13914 2.07267
O 2.54915 -3.77382 2.53804
C 0.72460 -3.66610 0.67645
C 0.99389 -2.57588 -0.50999
C 0.16602 -1.21204 -0.24238
C 0.94587 0.14556 0.13769
C 2.54756 0.10783 0.28834
C 3.15534 1.23112 1.26755
C 4.57173 1.70081 0.60342
O 5.51075 2.19105 1.58593
C 0.06857 1.41677 0.33162
C -1.49244 1.34986 0.17154
C -2.37799 2.67385 0.32382
C -1.90823 3.66765 1.50587
C -3.23466 4.53728 1.91529
Cl -4.35065 3.55121 3.02972
C -2.26356 -0.01021 -0.18357
N -3.69129 0.08114 -0.28730
C -4.21698 -1.20943 -0.60223
C -5.83254 -1.31764 -0.71491
O -6.36084 -1.16362 -1.84944
N -6.71957 -1.53943 0.46050
C -5.97071 -2.21803 1.55898
O -5.40407 -3.32002 1.43662
F -5.86992 -1.55267 2.83837
C -3.38753 -2.50802 -0.84575
O -4.07874 -3.69092 -1.19031
N -1.96780 -2.56385 -0.73797
C -1.41240 -1.28415 -0.38263
H 2.26964 -4.51846 3.13771
H 1.19172 -4.68900 0.40260
H -0.40707 -3.82920 0.85042
H 2.12433 -2.41028 -0.54370
H 0.70922 -3.02289 -1.54212
H 2.77653 -0.91325 0.79179
H 3.04872 0.05500 -0.74832
H 3.43761 0.74742 2.28077
H 2.48558 2.14884 1.39091
H 5.01229 0.74515 0.10491
H 4.29598 2.48509 -0.18750
H 5.05855 2.44201 2.42395
H 0.53974 2.42759 0.57543
H -2.30743 3.27152 -0.69194
H -3.49814 2.47384 0.48039
H -1.48865 3.13480 2.42310
H -1.17144 4.45926 1.06984
H -3.86020 4.72624 0.95533
H -2.96487 5.54366 2.39876
H -6.86816 -0.57585 0.84805
H -4.25900 -3.70440 -2.17236
F -2.34180 1.15417 -2.38198
P -3.56869 1.53870 -3.36019
F -3.26504 0.00035 -3.68577
F -5.08411 1.10027 -3.10157
F -2.66337 2.76509 -3.86842
F -4.07483 2.51115 -2.19132
F -3.96091 1.70841 -4.89793
O 3.88882 1.90210 4.18623
V 2.85816 1.42773 5.47608
Br -5.77946 2.97761 1.13561
N 7.37248 -2.74946 -1.79543
S 8.02230 -2.15767 -3.10380
O 9.20690 -1.34771 -2.94232
O 7.12801 -1.77832 -4.17437
F 8.65269 -3.48994 -3.70081
S 6.71457 -1.62758 -0.91139
O 6.40047 -2.05986 0.43348
O 5.70650 -0.78382 -1.51941
F 7.90108 -0.61017 -0.63902
Al -1.86413 4.81950 -1.07468
*
```


Copy entry 3 word for word.
# C10H16

A cluster of 2 separate species, C10H16 in total at a distorted geometry (the ωB97M-V functional and the def2-TZVPD basis, OMol25).

Computed properties:
SMILES = CCc1ccccc1.CC
orbital gap = 9.67 eV
LUMO level = 0.95 eV

```
! wB97M-V def2-TZVPD RIJCOSX def2/J DEFGRID3
* xyz 0 1
C -0.03920 -1.63622 -2.46469
C -1.43458 -1.77096 -3.01732
H -0.21617 -1.12798 -1.43980
H 0.48956 -2.58142 -2.34190
H 0.79563 -0.89007 -2.95977
H -1.96816 -2.67331 -2.57390
H -2.18548 -0.89859 -2.97064
H -1.30916 -1.96562 -4.07265
C 1.33483 -0.49025 2.20256
C 2.53788 -1.25529 1.61546
C 0.51616 0.38234 1.26067
C 0.74979 1.60502 0.59542
C -0.75509 -0.20461 0.84448
C -0.17213 2.35425 -0.05725
C -1.70106 0.57041 0.27286
C -1.45130 1.84427 -0.36601
H 0.53510 -1.08745 2.83628
H 1.61711 0.31284 2.96618
H 3.38582 -0.54959 1.37645
H 1.82794 2.00438 0.68560
H -0.88414 -1.21845 1.11655
H 0.04019 3.34262 -0.47782
H -2.67157 0.12524 0.31480
H -2.18360 2.47044 -0.98414
H 2.40473 -1.72113 0.70488
H 2.81051 -1.93563 2.50271
*
```